Record 1
68
Properties=species:S:1:pos:R:3:lowdin_spin:R:1 method="wB97M-V/def2-TZVPD" gap_ha="0.215 / 0.192" charge=+1 lumo_energy_ev="-1.99 / -5.17" e_homo_ev="-7.84 / -10.40" spin_multiplicity=5
Ir -0.368 -0.277 -0.097 1.075
S 1.912 0.594 0.241 0.187
P -0.388 -0.044 -2.349 0.107
P -0.819 -2.252 0.696 0.143
N 3.834 0.972 2.135 0.019
N -3.440 -0.322 -0.771 0.380
N 4.504 0.399 -0.061 0.032
C 6.868 0.112 -0.452 0.001
C 5.544 2.066 3.501 0.000
C -4.567 3.141 -1.449 0.160
C -0.606 -2.446 2.495 0.008
C 0.400 1.409 -3.164 0.012
C -4.436 1.908 -0.759 0.045
C -4.089 -2.064 2.375 0.108
C -4.932 -1.150 3.021 0.122
C 5.119 0.750 2.883 0.002
C 0.108 -3.618 -0.060 0.052
C -3.955 -0.579 0.453 0.035
C -2.970 1.116 -2.616 0.153
C -4.769 0.403 1.145 0.048
C -5.256 0.067 2.434 0.150
C -2.601 -2.703 0.409 0.034
C -3.145 2.341 -3.252 0.112
C -3.940 3.341 -2.674 0.125
C -4.981 1.630 0.501 0.356
C -3.648 0.863 -1.385 0.037
C 5.810 1.160 -0.187 0.004
C 0.350 -1.452 -3.267 0.025
C -2.079 0.019 -3.149 0.020
C -3.576 -1.785 1.114 0.145
C 3.539 0.575 0.870 0.065
H -0.083 2.330 -2.816 0.001
H 4.102 0.152 -0.962 0.000
H 6.655 -0.415 -1.385 0.000
H 7.851 0.571 -0.521 0.000
H -1.196 -1.677 3.009 0.001
H 4.785 2.425 4.199 0.000
H -3.828 -3.008 2.845 0.004
H 4.888 0.017 3.672 0.001
H -0.103 -3.658 -1.138 0.002
H 3.009 1.090 2.699 0.001
H 5.874 0.312 2.216 0.000
H 0.261 -1.268 -4.350 0.003
H -1.940 0.143 -4.231 0.002
H -0.185 -2.375 -3.005 0.001
H -5.892 0.800 2.937 0.004
H 1.410 -1.541 -2.994 0.001
H 1.180 -3.452 0.121 0.002
H -4.058 4.287 -3.195 0.004
H -5.178 3.916 -0.979 0.004
H 6.482 1.947 4.042 0.000
H 5.992 1.775 0.709 0.000
H 1.467 1.438 -2.912 0.000
H -5.599 2.379 0.986 0.014
H 5.666 2.825 2.728 0.000
H -2.687 -3.730 0.779 0.004
H -2.730 -2.639 -0.681 0.004
H 0.288 0.001 1.342 0.025
H 0.461 -2.328 2.728 0.000
H -1.472 0.803 0.466 0.134
H 0.281 1.339 -4.258 0.001
H -2.656 2.506 -4.209 0.004
H 5.719 1.839 -1.055 0.001
H -5.325 -1.404 4.001 0.004
H 6.858 -0.628 0.350 0.000
H -0.236 -4.534 0.444 0.009
H -2.519 -0.961 -2.919 0.003
H -0.963 -3.449 2.758 0.002


Record 2
65
Properties=species:S:1:pos:R:3:lowdin_spin:R:1 method="wB97M-V/def2-TZVPD" gap_ha="0.259 / 0.270" charge=+1 lumo_energy_ev="-4.43 / -4.11" e_homo_ev="-11.47 / -11.46" spin_multiplicity=4 de_lowest_kcal_mol=15.6
Mn -0.076 -0.481 0.267 3.396
Si 0.011 -0.301 6.686 0.000
O -0.189 -1.538 -3.568 0.004
O 0.656 1.165 -4.530 0.000
C 0.838 -2.571 -3.748 0.001
C -0.645 -1.248 -4.920 0.000
C -0.374 2.080 -3.978 0.002
C 1.774 0.857 -0.196 0.037
C 0.077 -2.065 -5.999 0.000
C 1.351 -0.252 1.801 -0.004
C -1.672 2.077 -4.742 0.000
C 0.703 1.539 0.478 -0.061
C -0.559 -0.482 4.915 0.000
C 0.328 -1.925 7.618 0.000
C -2.225 -0.386 0.174 -0.043
C -1.843 -1.783 0.307 -0.014
C 1.631 2.244 -4.444 0.000
C -0.466 1.648 -2.494 0.011
C 1.160 -2.832 -5.230 0.000
C 1.645 0.621 6.929 0.000
C -1.140 0.716 7.792 0.000
C -1.693 -0.801 2.468 -0.029
C 0.525 0.906 1.756 -0.002
C -1.778 0.263 1.365 -0.132
C -0.951 -0.555 3.735 0.000
C 0.569 3.289 -4.105 0.000
C -1.175 -1.907 1.566 -0.141
C 2.167 -0.249 0.601 -0.029
H 0.674 3.850 -3.165 0.000
H 2.312 1.212 -1.071 0.004
H 1.299 -2.350 7.325 0.000
H 0.555 1.746 -2.044 0.001
H 2.345 2.086 -3.611 0.000
H -2.110 1.077 -4.622 0.000
H 1.168 -3.904 -5.462 0.000
H -2.715 -1.097 2.814 -0.014
H 1.627 1.603 6.445 0.000
H 0.361 -1.732 8.702 0.000
H -1.527 2.353 -5.823 0.000
H -2.063 -2.594 -0.364 0.005
H -0.092 1.271 2.572 -0.001
H -0.566 -2.732 -6.589 0.000
H 0.488 3.952 -4.965 0.000
H 0.489 -1.279 -6.671 0.000
H 0.505 -3.509 -3.269 0.000
H -1.969 1.307 1.581 -0.001
H -0.453 -2.677 7.444 0.000
H 0.217 2.463 0.155 0.000
H 2.117 2.437 -5.404 0.000
H -2.768 0.050 -0.656 0.002
H -2.413 2.820 -4.334 0.000
H 1.459 -0.939 2.640 0.002
H -1.182 2.233 -1.901 0.000
H 1.836 0.784 8.001 0.000
H -1.741 -1.311 -5.066 0.000
H -0.769 -2.833 1.976 -0.003
H 1.696 -2.169 -3.182 0.000
H -2.188 0.412 7.697 0.000
H -1.057 1.780 7.542 0.000
H -0.849 0.598 8.847 0.000
H -0.303 -0.214 -5.136 0.000
H 3.028 -0.885 0.423 0.001
H 2.145 -2.417 -5.456 0.000
H -0.691 0.539 -2.402 0.007
H 2.486 0.044 6.529 0.000


Record 3
70
Properties=species:S:1:pos:R:3:lowdin_charge:R:1 method="wB97M-V/def2-TZVPD" gap_ha=0.282 charge=0 lumo_energy_ev=0.18 e_homo_ev=-7.49 spin_multiplicity=1 de_lowest_kcal_mol=42.3
S -7.913 -19.589 25.718 0.872
S -3.226 -22.272 28.209 0.840
O -3.228 -23.733 27.788 -0.581
O -7.196 -20.880 25.981 -0.570
N -11.466 -13.577 24.500 0.014
N -8.230 -23.445 26.757 0.002
N -3.473 -20.932 23.180 -0.024
N -4.462 -13.398 26.239 0.010
N -7.975 -24.328 22.034 0.021
C -9.257 -23.949 27.470 -0.127
C -5.509 -21.755 23.015 -0.091
C -4.682 -20.934 23.786 -0.161
C -7.508 -25.366 27.543 -0.126
C -3.415 -21.741 22.095 -0.122
C -10.279 -15.499 24.032 -0.109
C -4.994 -12.394 26.968 -0.142
C -9.415 -22.698 22.543 -0.126
C -6.866 -18.258 26.294 -0.270
C -10.202 -13.389 24.957 -0.145
C -4.966 -21.830 27.941 -0.267
C -7.712 -19.211 23.891 -0.215
C -11.455 -14.825 23.819 -0.132
C -4.706 -22.344 21.978 -0.073
C -5.297 -14.511 26.460 -0.141
C -6.274 -12.778 27.476 -0.096
C -8.101 -23.569 20.927 -0.148
C -2.526 -21.353 26.774 -0.265
C -8.979 -22.534 21.248 -0.133
C -6.444 -14.129 27.132 -0.140
C -7.137 -24.237 26.863 -0.164
C -8.778 -23.837 22.983 -0.157
C -9.488 -14.573 24.760 -0.121
C -8.867 -25.273 27.826 -0.112
H -10.178 -22.175 23.101 0.097
H -4.981 -15.460 26.053 0.087
H -8.699 -24.251 23.977 0.107
H -6.555 -21.810 23.277 0.070
H -9.953 -12.480 25.484 0.106
H -7.573 -23.732 19.999 0.106
H -4.870 -20.386 24.697 0.080
H -8.278 -19.950 23.323 0.036
H -2.671 -20.371 23.432 0.148
H -7.369 -14.630 27.376 0.091
H -9.268 -21.783 20.528 0.091
H -6.992 -26.284 27.781 0.095
H -5.177 -20.892 28.454 0.049
H -2.596 -21.973 25.880 0.048
H -12.313 -15.160 23.255 0.098
H -7.100 -17.244 25.968 0.046
H -9.577 -25.960 28.262 0.082
H -5.606 -22.675 28.191 0.043
H -3.098 -20.431 26.676 0.034
H -5.021 -21.613 26.874 0.010
H -6.674 -18.309 27.366 0.061
H -8.202 -22.514 26.367 0.088
H -5.009 -23.010 21.183 0.073
H -10.219 -23.469 27.573 0.098
H -8.247 -18.287 23.674 0.032
H -10.062 -16.482 23.642 0.082
H -1.456 -21.183 26.899 0.040
H -2.555 -21.826 21.448 0.102
H -6.687 -19.132 23.529 0.045
H -6.991 -12.279 28.111 0.088
H -5.935 -18.436 25.755 0.036
H -4.359 -11.529 27.095 0.102
H -12.200 -12.886 24.573 0.144
H -8.453 -14.750 25.014 0.066
H -7.324 -25.099 22.090 0.160
H -3.502 -13.439 25.928 0.147
H -6.175 -23.964 26.455 0.108


Record 4
74
Properties=species:S:1:pos:R:3:lowdin_charge:R:1 method="wB97M-V/def2-TZVPD" gap_ha=0.199 charge=+2 lumo_energy_ev=-8.34 e_homo_ev=-13.75 spin_multiplicity=1 de_lowest_kcal_mol=23.5
Ta 0.009 0.739 -1.507 1.722
Si -0.408 -1.248 0.556 0.514
Si 1.899 -1.501 1.146 0.356
Si -1.167 -3.014 -0.873 0.339
Si -1.818 -0.378 2.283 0.365
O 3.048 4.895 0.821 0.118
O 1.696 1.166 -0.729 -0.324
N -1.695 -1.610 -7.414 0.208
N -1.912 -0.884 -5.062 0.203
N -2.160 1.487 -1.160 -0.023
N -1.001 -0.077 -2.985 -0.132
N 1.089 3.123 0.227 0.093
N -0.097 2.589 -0.188 -0.098
C 5.239 4.237 0.405 0.023
C -1.004 1.132 3.025 -0.193
C 6.151 3.296 -0.005 -0.016
C 3.874 3.941 0.399 -0.232
C 2.921 -1.785 -0.404 -0.210
C -3.536 0.015 1.667 -0.191
C 1.935 -3.058 2.184 -0.197
C 2.065 2.352 -0.151 -0.356
C -2.352 2.714 -0.617 -0.257
C -4.708 2.620 -0.952 0.019
C -3.254 0.818 -1.542 -0.112
C 4.417 1.713 -0.454 -0.011
C -1.284 -4.443 0.332 -0.200
C -1.779 -1.260 -6.322 -0.260
C -2.860 -2.713 -1.620 -0.204
C -1.396 -0.451 -4.080 -0.256
C -4.533 1.346 -1.452 0.004
C -3.585 3.315 -0.509 0.038
C 3.449 2.664 -0.051 -0.091
C 2.477 -0.058 2.186 -0.186
C -1.132 3.338 -0.143 -0.002
C 0.089 -3.383 -2.212 -0.207
C -1.825 -1.830 3.458 -0.196
C 5.747 2.018 -0.430 -0.048
H 4.085 0.737 -0.778 0.095
H 2.037 -0.119 3.183 0.036
H -0.344 -4.101 -2.913 0.050
H 2.750 -1.061 -1.202 -0.002
H -1.098 4.344 0.261 0.163
H -3.663 4.303 -0.077 0.140
H 0.396 -2.509 -2.790 0.004
H -0.329 -4.664 0.808 0.019
H -2.297 -2.711 3.020 0.031
H -3.108 -0.177 -1.926 0.070
H -5.692 3.066 -0.890 0.138
H 3.563 -0.101 2.305 0.055
H 2.966 -3.261 2.489 0.052
H 2.123 4.602 0.775 0.081
H -3.983 -0.823 1.128 0.036
H 7.204 3.546 0.001 0.125
H -0.067 0.877 3.520 0.027
H -3.589 -2.371 -0.882 0.029
H -0.820 -2.105 3.780 0.027
H 2.228 0.921 1.782 0.005
H -4.181 0.236 2.521 0.057
H -1.662 1.578 3.775 0.050
H -5.369 0.748 -1.786 0.136
H -2.020 -4.258 1.117 0.029
H -2.394 -1.563 4.353 0.052
H -3.543 0.889 1.021 -0.008
H 1.341 -2.961 3.095 0.029
H 2.732 -2.779 -0.810 0.026
H -2.832 -2.003 -2.447 -0.012
H 5.546 5.217 0.743 0.136
H -1.598 -5.343 -0.203 0.051
H 1.581 -3.931 1.637 0.021
H 0.986 -3.842 -1.795 0.028
H 6.483 1.289 -0.736 0.117
H -3.228 -3.656 -2.032 0.055
H 3.984 -1.735 -0.150 0.050
H -0.786 1.897 2.278 0.001